{
  "formula": "C11H14N4O4",
  "method": "the ωB97M-V functional and the def2-TZVPD basis",
  "symbols": ["N", "C", "C", "C", "N", "C", "C", "O", "H", "H", "H", "H", "H", "H", "C", "C", "C", "C", "N", "H", "C", "C", "O", "H", "H", "H", "H", "H", "H", "H", "N", "O", "O"],
  "xyz": [[-2.7388, 0.7795, 0.7701], [-1.7036, 0.4653, 0.3762], [-0.3676, 0.2074, 0.0234], [0.0203, -0.9581, -0.6810], [-0.8583, -1.8591, -1.1333], [-2.2919, -1.7553, -1.2175], [-2.8081, -2.8193, -2.1946], [-2.3775, -2.6007, -3.5107], [-1.4215, -2.7229, -3.5640], [-2.5062, -3.8154, -1.8410], [-3.8985, -2.7746, -2.2255], [-2.7585, -1.9082, -0.2377], [-2.5754, -0.7646, -1.5878], [-0.4247, -2.6742, -1.5713], [1.4197, -1.1565, -0.8850], [2.3374, -0.2147, -0.3982], [1.9454, 0.9149, 0.2589], [0.5762, 1.1623, 0.4782], [0.1350, 2.2790, 1.0958], [-0.8623, 2.3513, 1.2387], [0.9543, 3.2914, 1.7150], [1.4336, 2.8752, 3.1191], [0.3830, 2.8136, 4.0465], [-0.2332, 2.1182, 3.7891], [2.1230, 3.6301, 3.5021], [1.9595, 1.9123, 3.0578], [0.3526, 4.1976, 1.8066], [1.8185, 3.5124, 1.0852], [2.6861, 1.6119, 0.6102], [3.3846, -0.4108, -0.5703], [1.9510, -2.2525, -1.5832], [3.1602, -2.3379, -1.7054], [1.1859, -3.0975, -2.0665]],
  "forces_ev_per_a": [[-0.173, 0.126, 0.069], [-0.517, 0.105, 0.264], [0.694, -0.101, -0.221], [0.183, -0.253, -0.137], [0.159, -0.464, -0.203], [-0.604, -0.072, -0.127], [0.004, 0.196, 0.490], [0.288, 0.071, -0.410], [-0.119, 0.016, -0.046], [-0.089, 0.042, 0.020], [0.102, -0.046, 0.117], [-0.034, 0.037, -0.126], [-0.039, -0.167, 0.023], [-0.032, 0.402, 0.255], [-0.201, 1.010, 0.643], [-0.219, -0.137, -0.068], [0.079, 0.101, 0.062], [-0.058, -0.085, -0.136], [-0.400, -0.130, 0.031], [0.050, 0.024, -0.077], [0.427, -0.058, 0.521], [0.168, 0.133, -0.486], [-0.422, -0.050, 0.178], [0.074, -0.005, 0.030], [0.033, -0.072, -0.072], [0.029, 0.117, -0.019], [0.077, -0.046, -0.049], [-0.057, 0.065, -0.024], [0.082, 0.058, 0.035], [0.004, 0.025, 0.004], [0.393, -0.552, -0.408], [0.004, -0.111, -0.060], [0.116, -0.179, -0.075]],
  "total_charge": 0,
  "lumo_ev": -0.6,
  "e_homo_ev": -8.748,
  "orbital_gap_ev": 8.112,
  "de_lowest_kcal_mol": 0.00,
  "e_tot_ev": -25781.50383
}

{
  "formula": "C12H48N4O12",
  "method": "the ωB97M-V functional and the def2-TZVPD basis",
  "symbols": ["C", "O", "H", "H", "H", "H", "C", "O", "H", "H", "H", "H", "C", "O", "H", "H", "H", "H", "C", "O", "H", "H", "H", "H", "C", "O", "H", "H", "H", "H", "C", "O", "H", "H", "H", "H", "C", "O", "H", "H", "H", "H", "C", "O", "H", "H", "H", "H", "C", "O", "H", "H", "H", "H", "C", "O", "H", "H", "H", "H", "C", "O", "N", "N", "H", "H", "H", "H", "C", "O", "N", "N", "H", "H", "H", "H"],
  "xyz": [[-0.8997, -1.0653, -1.8572], [-0.1255, -1.6602, -2.8974], [-0.6663, -1.6735, -0.9832], [-0.6221, -0.0214, -1.7117], [-1.9770, -1.0260, -2.0178], [-0.5518, -2.4938, -3.1096], [4.2816, 1.6526, -2.1538], [2.8677, 1.7344, -2.3876], [4.4402, 0.7709, -1.5330], [4.6268, 1.5098, -3.1778], [4.7352, 2.5351, -1.7026], [2.5834, 2.4106, -1.7683], [-3.9195, 0.0691, 2.5722], [-4.6219, 1.2919, 2.7730], [-2.8578, 0.2581, 2.4135], [-3.8600, -0.4410, 3.5336], [-4.3511, -0.5162, 1.7602], [-4.6115, 1.6340, 3.6699], [0.6010, -0.5213, 4.6907], [-0.1406, 0.1304, 3.7134], [0.6096, -1.5868, 4.4610], [1.6214, -0.1498, 4.7853], [0.1170, -0.3739, 5.6561], [-0.3369, 0.9975, 4.0756], [-3.2724, 5.9860, 1.7464], [-3.8719, 6.7326, 2.7751], [-2.1872, 6.0121, 1.8450], [-3.6958, 4.9819, 1.7718], [-3.4290, 6.4138, 0.7561], [-3.2627, 6.9787, 3.4750], [1.7272, 3.2209, 3.3256], [2.6234, 2.1278, 2.9978], [0.7405, 2.7761, 3.1970], [1.7911, 3.5162, 4.3729], [1.9067, 4.1271, 2.7472], [2.1798, 1.6494, 2.2936], [3.5592, 4.7344, -0.0459], [2.5933, 4.1652, -0.9093], [4.1731, 3.8537, 0.1426], [4.2488, 5.3232, -0.6506], [3.1896, 5.3653, 0.7625], [1.7395, 4.4385, -0.5658], [-4.7620, 3.9641, -0.8842], [-5.1810, 3.1212, 0.2223], [-5.6798, 4.3592, -1.3196], [-4.0775, 4.7853, -0.6716], [-4.1919, 3.4744, -1.6737], [-4.4176, 2.6386, 0.5477], [-1.7818, 3.7698, 4.6557], [-1.5066, 2.4067, 4.5462], [-1.8669, 4.1995, 3.6576], [-2.6865, 3.8419, 5.2593], [-0.8997, 4.2498, 5.0796], [-2.3222, 1.9019, 4.5862], [-1.3426, 2.0065, 0.9029], [-0.4251, 2.4295, -0.0334], [-1.6721, 1.0190, 0.5798], [-0.9729, 2.0569, 1.9270], [-2.2986, 2.5220, 0.8114], [0.3529, 1.8862, 0.1119], [1.6138, -0.1829, 0.4853], [1.9168, 0.9959, 0.5932], [2.2110, -0.9866, -0.3865], [0.6269, -0.7426, 1.1562], [2.8585, -0.7308, -1.1183], [1.8420, -1.9268, -0.3770], [0.1639, -0.2524, 1.9081], [0.3466, -1.6837, 0.9196], [-0.7420, 5.5135, -1.7123], [-0.9401, 6.6937, -1.9711], [-0.8969, 4.4830, -2.4212], [-0.5133, 5.0725, -0.5064], [-0.6908, 3.6096, -1.9578], [-1.1687, 4.5519, -3.3915], [-0.4825, 4.0954, -0.2523], [-0.6634, 5.8253, 0.1500]],
  "forces_ev_per_a": [[0.338, -0.279, 0.282], [-0.372, 0.408, -0.445], [-0.483, 0.491, 0.475], [0.500, -0.178, -0.006], [-0.100, -0.414, -0.302], [0.043, -0.051, -0.120], [-1.163, -0.673, -1.084], [0.423, 0.371, 0.452], [0.615, 0.026, 0.081], [0.927, -0.146, 0.290], [-0.185, 0.040, -0.021], [-0.555, 0.306, 0.243], [0.540, 0.845, 1.554], [-0.416, -0.134, -2.039], [0.169, 0.101, -0.625], [-0.475, -0.715, -0.053], [-0.159, 0.124, 0.182], [0.439, -0.277, 0.858], [0.216, -0.583, 0.854], [-0.079, 0.232, -0.855], [0.106, -0.032, 0.047], [0.203, 0.035, -0.234], [-0.017, -0.217, 0.207], [-0.584, 0.718, -0.044], [0.545, -0.028, -0.006], [-0.688, 0.755, 0.219], [0.133, -0.525, 0.189], [0.340, -0.183, -0.118], [-0.494, 0.284, 0.062], [0.154, -0.260, -0.266], [0.150, -1.438, 0.038], [0.054, 1.353, 0.961], [-0.401, 0.839, -0.118], [0.343, -0.307, 0.119], [-0.095, -0.103, -0.410], [0.138, -0.176, -0.504], [1.460, -0.831, -1.382], [-1.012, 0.545, 0.071], [0.145, 0.298, 1.573], [-0.159, 0.613, -0.116], [-0.056, -0.598, 0.179], [-0.533, 0.017, -0.280], [-0.241, -0.397, 0.135], [0.594, 1.030, -1.285], [0.121, 0.055, 0.046], [-0.278, 0.250, 0.849], [-0.290, -0.823, -0.096], [-0.020, -0.163, 0.369], [0.313, 0.124, -0.219], [1.585, -0.806, -0.290], [-0.579, 0.230, -0.113], [-0.030, 0.792, -0.044], [-0.170, 0.073, 0.513], [-1.039, -0.481, 0.175], [-1.850, -1.054, 0.151], [0.630, 0.780, -1.042], [0.201, -0.617, 0.734], [-0.191, -0.161, 0.043], [0.287, 0.828, 0.176], [1.045, -0.106, -0.062], [0.244, 0.564, -0.800], [0.189, 1.630, 0.340], [0.600, -2.104, -0.845], [-1.210, -1.144, 0.621], [-0.401, 0.439, 0.343], [0.518, 0.098, -0.544], [-0.016, 0.007, 0.483], [-0.081, 0.324, 0.404], [-1.111, 3.656, 1.288], [0.250, 0.464, -0.724], [-0.739, -4.484, -5.748], [1.545, 1.830, 4.988], [-0.292, -0.280, -0.928], [0.276, -0.274, 0.228], [-0.116, 0.018, 0.420], [0.300, -0.550, 0.527]],
  "total_charge": -1,
  "multiplicity": 2,
  "lumo_ev": [2.1, 2.0],
  "e_homo_ev": [0.120, -7.041],
  "orbital_gap_ev": [1.942, 9.021],
  "e_tot_ev": -43748.75908,
  "s_squared": 0.75
}